Record 1
{"formula": "C28H38F6N3O5PS3Sn", "method": "ωB97M-V with the def2-TZVPD basis set", "gap_ev": [4.27, 4.29], "multiplicity": 1, "homo_energy_ev": [-14.06, -14.06], "de_lowest_ev": 0.000, "lumo_energy_ha": [-0.360, -0.359], "charge": 2, "total_energy_ev": -108273.2095, "species": ["Sn", "F", "C", "F", "F", "S", "O", "O", "N", "S", "O", "O", "C", "F", "F", "F", "C", "C", "N", "C", "C", "C", "S", "N", "C", "O", "C", "C", "C", "C", "C", "C", "H", "H", "H", "H", "H", "H", "H", "H", "H", "H", "H", "H", "H", "H", "H", "C", "C", "C", "C", "P", "C", "C", "C", "C", "C", "C", "C", "C", "C", "C", "H", "H", "H", "H", "H", "H", "H", "H", "H", "H", "H", "H", "H", "H", "H", "H", "H", "H", "H", "H", "H", "H", "H"], "positions_angstrom": [[12.076, 8.383, 12.162], [6.728, 6.354, 11.951], [7.937, 5.730, 12.027], [7.866, 4.751, 12.957], [8.207, 5.135, 10.850], [9.198, 7.042, 12.669], [10.554, 6.496, 12.323], [8.766, 7.198, 14.021], [9.086, 8.280, 11.625], [9.085, 9.888, 11.950], [8.739, 10.546, 10.723], [10.298, 10.274, 12.701], [7.526, 10.170, 13.037], [7.917, 10.392, 14.307], [6.637, 9.149, 13.012], [6.891, 11.267, 12.556], [16.042, 9.939, 17.301], [15.524, 8.526, 17.421], [14.182, 8.326, 16.859], [13.078, 8.316, 17.802], [12.365, 6.981, 18.053], [13.985, 8.301, 15.519], [12.316, 8.113, 14.967], [15.087, 8.360, 14.792], [15.287, 8.211, 13.501], [14.412, 8.026, 12.602], [16.725, 8.264, 13.023], [16.987, 7.986, 11.689], [18.301, 7.914, 11.226], [19.378, 8.175, 12.070], [19.094, 8.511, 13.414], [17.783, 8.549, 13.898], [17.074, 9.958, 17.698], [15.477, 10.642, 17.927], [16.017, 10.400, 16.292], [15.453, 8.335, 18.513], [16.290, 7.846, 16.978], [12.285, 8.994, 17.480], [13.503, 8.676, 18.740], [11.815, 6.621, 17.153], [11.635, 7.177, 18.860], [13.051, 6.204, 18.442], [16.169, 7.784, 11.037], [18.453, 7.654, 10.191], [20.409, 8.094, 11.724], [19.891, 8.725, 14.125], [17.585, 8.751, 14.943], [12.119, 7.814, 6.849], [11.382, 8.143, 8.166], [10.585, 6.891, 8.557], [10.418, 9.336, 7.959], [12.604, 8.563, 9.501], [13.733, 7.200, 9.404], [13.438, 5.984, 10.084], [14.396, 4.991, 10.135], [15.601, 5.137, 9.403], [15.780, 6.265, 8.566], [14.875, 7.336, 8.597], [13.453, 10.230, 9.334], [14.839, 10.251, 9.979], [13.596, 10.552, 7.849], [12.568, 11.245, 10.036], [11.382, 7.530, 6.062], [12.846, 6.979, 6.996], [12.652, 8.670, 6.441], [9.866, 6.659, 7.734], [9.979, 7.025, 9.472], [11.255, 6.014, 8.686], [9.596, 9.019, 7.244], [10.885, 10.268, 7.580], [9.925, 9.581, 8.922], [12.498, 5.908, 10.598], [14.224, 4.079, 10.710], [16.388, 4.382, 9.450], [16.635, 6.354, 7.936], [14.998, 8.193, 7.926], [15.553, 9.616, 9.417], [14.786, 9.873, 11.011], [15.234, 11.294, 9.967], [14.345, 9.902, 7.360], [13.946, 11.594, 7.720], [12.651, 10.449, 7.289], [12.611, 11.160, 11.142], [11.500, 11.198, 9.758], [12.947, 12.278, 9.804]], "mulliken_charge": [1.72, -0.16, 0.44, -0.18, -0.17, 0.91, -0.65, -0.51, -0.43, 1.19, -0.64, -0.68, 0.42, -0.19, -0.16, -0.17, -1.14, -0.54, 0.20, -1.12, -0.91, 0.37, -0.02, -0.19, -0.44, -0.39, 0.28, 0.46, -0.80, -0.69, -0.59, -0.15, 0.34, 0.43, 0.24, 0.43, 0.37, 0.55, 0.47, 0.30, 0.37, 0.29, 0.26, 0.47, 0.41, 0.43, 0.34, -1.40, 1.88, -1.54, -1.39, 0.16, 1.40, -0.92, -1.04, -0.82, -0.89, -0.38, 1.84, -1.46, -1.54, -1.46, 0.54, 0.27, 0.32, 0.57, 0.20, 0.33, 0.48, 0.23, 0.24, 0.61, 0.52, 0.46, 0.58, 0.11, 0.31, 0.15, 0.60, 0.28, 0.51, 0.33, 0.27, 0.32, 0.53]}

Record 2
{"formula": "C28H38IrN5O9PS3", "method": "ωB97M-V with the def2-TZVPD basis set", "gap_ev": [7.04, 7.05], "multiplicity": 1, "homo_energy_ev": [-11.03, -10.99], "de_lowest_ev": 2.585, "lumo_energy_ha": [-0.146, -0.145], "charge": 1, "total_energy_ev": -100157.7144, "species": ["Ir", "O", "C", "C", "C", "C", "C", "C", "N", "H", "H", "H", "H", "H", "H", "H", "O", "C", "N", "C", "O", "C", "C", "C", "C", "C", "C", "H", "H", "H", "H", "C", "C", "C", "O", "P", "S", "S", "O", "C", "C", "C", "H", "H", "H", "H", "H", "H", "H", "H", "H", "H", "H", "H", "H", "H", "C", "C", "S", "O", "O", "C", "C", "N", "C", "N", "C", "C", "N", "O", "O", "C", "H", "H", "H", "H", "H", "H", "H", "H", "H", "H", "H", "H", "H"], "positions_angstrom": [[-0.049, 0.333, 0.224], [1.403, 0.081, 2.177], [2.674, -0.375, 1.756], [2.462, -1.590, 0.891], [3.335, -2.669, 0.939], [3.078, -3.773, 0.142], [1.955, -3.760, -0.669], [1.139, -2.641, -0.659], [1.390, -1.580, 0.097], [1.483, 0.890, 2.697], [3.297, -0.634, 2.620], [3.186, 0.394, 1.161], [4.198, -2.640, 1.586], [3.734, -4.630, 0.163], [1.711, -4.596, -1.303], [0.248, -2.617, -1.270], [-1.885, 0.869, 1.823], [-2.411, 1.547, 0.941], [-1.991, 1.436, -0.346], [-2.657, 2.304, -1.162], [-2.550, 2.396, -2.363], [-3.556, 3.113, -0.274], [-4.330, 4.215, -0.553], [-5.004, 4.804, 0.516], [-4.905, 4.292, 1.800], [-4.111, 3.183, 2.080], [-3.438, 2.604, 1.024], [-4.391, 4.614, -1.553], [-5.605, 5.679, 0.337], [-5.440, 4.771, 2.604], [-4.015, 2.795, 3.080], [2.344, 5.766, 0.425], [3.285, 4.573, 0.387], [3.526, 4.018, 1.784], [2.830, 3.526, -0.506], [1.321, 3.070, -0.736], [0.354, 2.893, 1.026], [1.450, 1.269, -1.691], [0.569, 4.165, -1.589], [0.745, 4.523, -2.988], [2.202, 4.475, -3.412], [-0.104, 3.630, -3.874], [2.758, 6.520, 1.092], [1.366, 5.464, 0.800], [2.217, 6.208, -0.561], [4.245, 4.867, -0.055], [2.582, 3.821, 2.286], [4.089, 4.747, 2.360], [4.105, 3.100, 1.729], [0.370, 5.554, -3.008], [2.582, 3.459, -3.308], [2.820, 5.143, -2.818], [2.276, 4.771, -4.456], [0.330, 2.634, -3.924], [-0.144, 4.050, -4.875], [-1.117, 3.544, -3.489], [-1.877, -7.274, -2.281], [-2.574, -6.279, -3.185], [-2.667, -4.738, -2.221], [-1.382, -4.079, -2.256], [-3.206, -5.010, -0.921], [-3.848, -3.630, -3.101], [-4.427, -2.630, -2.105], [-3.441, -2.186, -1.140], [-2.327, -1.476, -1.403], [-1.591, -1.328, -0.307], [-2.221, -1.980, 0.692], [-3.379, -2.526, 0.199], [-4.316, -3.306, 0.927], [-3.945, -3.684, 2.011], [-5.410, -3.503, 0.443], [-1.933, -0.965, -2.727], [-1.741, -8.235, -2.771], [-2.469, -7.413, -1.380], [-0.904, -6.876, -2.000], [-3.589, -6.579, -3.431], [-2.014, -6.061, -4.089], [-4.640, -4.244, -3.515], [-3.278, -3.166, -3.900], [-5.235, -3.103, -1.539], [-4.832, -1.761, -2.636], [-1.835, -2.014, 1.693], [-2.799, -0.703, -3.328], [-1.358, -1.736, -3.242], [-1.301, -0.088, -2.598]], "mulliken_charge": [1.49, -0.71, -0.51, 0.64, -1.03, -0.42, -0.87, -0.11, 0.17, 0.33, 0.51, 0.15, 0.47, 0.44, 0.49, 0.40, -0.81, 1.21, 0.75, -0.49, -0.76, 0.41, -0.64, -0.51, -0.58, -0.53, -0.26, 0.53, 0.43, 0.43, 0.54, -1.13, 0.37, -1.19, -0.34, 0.91, -0.50, -0.51, -0.31, 0.36, -1.20, -1.07, 0.48, 0.29, 0.23, 0.33, 0.19, 0.49, 0.29, 0.33, 0.30, 0.24, 0.48, 0.21, 0.51, 0.16, -1.13, -0.46, 1.15, -0.61, -0.68, -0.90, -0.98, 0.40, 0.74, 0.27, -0.73, -0.77, 1.26, -0.64, -0.69, -1.64, 0.40, 0.33, 0.28, 0.39, 0.38, 0.67, 0.41, 0.45, 0.44, 0.69, 0.58, 0.28, -0.01]}

Record 3
{"formula": "C28H38N4O3P2SZn", "method": "ωB97M-V with the def2-TZVPD basis set", "gap_ev": 5.88, "multiplicity": 1, "homo_energy_ev": -8.43, "de_lowest_ev": 0.000, "lumo_energy_ha": -0.094, "charge": 0, "total_energy_ev": -119581.6553, "species": ["Zn", "C", "C", "C", "C", "C", "C", "C", "C", "C", "H", "H", "H", "H", "H", "H", "H", "H", "H", "H", "H", "H", "H", "H", "H", "P", "P", "N", "N", "N", "N", "C", "C", "C", "C", "C", "C", "C", "C", "C", "C", "C", "C", "C", "C", "C", "C", "C", "C", "H", "H", "H", "H", "H", "H", "H", "H", "H", "H", "H", "H", "H", "H", "H", "H", "H", "H", "H", "H", "C", "S", "O", "O", "O", "H", "H", "H"], "positions_angstrom": [[1.727, 5.158, -3.224], [4.282, 2.288, -0.784], [3.168, 1.813, -1.372], [2.081, 1.018, -0.743], [0.830, 1.800, -0.282], [1.060, 3.044, 0.535], [2.143, 3.370, 1.242], [3.280, 2.487, 1.595], [4.532, 2.531, 0.656], [1.084, 6.124, -1.521], [5.102, 2.564, -1.435], [2.993, 2.054, -2.417], [2.494, 0.426, 0.092], [1.733, 0.317, -1.531], [0.242, 2.085, -1.181], [0.195, 1.090, 0.294], [0.220, 3.753, 0.497], [2.242, 4.386, 1.642], [2.943, 1.447, 1.709], [3.664, 2.839, 2.568], [5.020, 3.520, 0.756], [5.263, 1.788, 1.034], [1.712, 7.018, -1.376], [1.065, 5.552, -0.545], [0.069, 6.467, -1.823], [-3.118, -1.453, 1.088], [-1.226, -2.922, -0.942], [-2.995, -1.007, 2.756], [-4.921, -1.590, 1.184], [0.231, -3.417, -0.140], [-1.071, -4.057, -2.276], [-2.814, -3.284, 1.350], [-2.392, -3.975, 0.049], [-2.074, -0.036, 3.180], [-2.068, -0.001, 4.573], [-3.006, -1.002, 5.029], [-3.541, -1.610, 3.899], [-5.710, -0.790, 0.359], [-7.030, -1.195, 0.485], [-7.066, -2.277, 1.420], [-5.758, -2.496, 1.846], [1.246, -2.475, 0.072], [2.219, -3.037, 0.884], [1.791, -4.373, 1.196], [0.581, -4.582, 0.554], [-0.604, -5.379, -2.276], [-0.863, -5.944, -3.516], [-1.551, -4.957, -4.303], [-1.686, -3.823, -3.516], [-3.706, -3.787, 1.746], [-2.033, -3.384, 2.117], [-1.975, -4.965, 0.271], [-3.274, -4.168, -0.576], [-1.522, 0.529, 2.450], [-1.486, 0.655, 5.203], [-3.270, -1.241, 6.056], [-4.246, -2.418, 3.835], [-5.243, -0.018, -0.231], [-7.870, -0.778, -0.031], [-7.913, -2.853, 1.749], [-5.380, -3.216, 2.556], [1.177, -1.501, -0.391], [3.137, -2.565, 1.221], [2.305, -5.109, 1.826], [-0.033, -5.479, 0.529], [-0.135, -5.801, -1.405], [-0.580, -6.950, -3.813], [-1.903, -5.083, -5.317], [-2.164, -2.875, -3.701], [5.034, 7.360, -2.901], [5.086, 5.598, -2.427], [6.427, 5.161, -2.825], [4.799, 5.533, -0.998], [4.009, 4.915, -3.252], [5.992, 7.697, -3.347], [4.819, 8.015, -2.031], [4.230, 7.472, -3.651]], "mulliken_charge": [0.73, -0.99, -0.39, -0.36, -0.03, -0.52, -0.28, -0.84, -0.73, -0.74, 0.62, 0.54, 0.09, 0.50, 0.28, -0.24, 0.68, 0.33, 0.35, 0.39, 0.31, 0.34, 0.26, 0.16, 0.37, -0.05, -0.21, 0.35, 0.30, 0.44, 0.32, -0.62, -1.05, -0.39, -0.63, -0.61, -0.10, -0.43, -0.65, -0.81, -0.05, -0.29, -0.38, -1.05, -0.03, -0.07, -0.61, -0.54, -0.45, 0.40, 0.48, 0.44, 0.53, 0.35, 0.42, 0.42, 0.20, 0.41, 0.42, 0.44, 0.33, 0.08, 0.46, 0.41, 0.38, 0.23, 0.43, 0.41, 0.36, -0.96, 1.32, -0.70, -0.65, -0.63, 0.33, 0.28, 0.24]}